A 2-piece molecular cluster, C5H14O2 overall at a distorted geometry. Source: the OMol25 dataset; level of theory: ωB97M-V/def2-TZVPD.

Computed properties:
⟨S²⟩   0.7548
E_tot   -348.93585 hartree

```
! wB97M-V def2-TZVPD RIJCOSX def2/J DEFGRID3
* xyz 1 2
C 2.35490 -0.36196 0.48967
O 2.27370 -1.39546 -0.50730
C 1.20532 0.62722 0.40971
C -0.22309 0.33020 0.99055
C -0.63523 -1.21728 0.80259
C -1.16690 1.37610 0.24554
H 3.33342 0.19449 0.35008
H 2.35657 -0.68500 1.64168
H 2.78110 -2.22907 -0.36439
H 1.06331 0.79318 -0.73862
H 1.51759 1.51763 0.84246
H -0.40600 0.54381 1.98337
H 0.15584 -1.84841 1.43644
H -1.63014 -1.14629 1.17452
H -0.69511 -1.41057 -0.25636
H -1.04120 1.31897 -0.86314
H -0.77281 2.44027 0.49977
H -2.14905 1.44205 0.51323
H -3.16642 0.02979 -2.14923
H -2.24332 0.05122 -3.48415
O -2.91248 -0.37087 -3.01642
*
```

Results of the Löwdin charge analysis, in e, for atoms 1 through 4: atom 1 (C): -0.155, atom 2 (O): 0.132, atom 3 (C): -0.131, atom 4 (C): -0.309